C32H51B2Cl26NO9 | wB97M-V/def2-TZVPD

CARTESIAN COORDINATES (ANGSTROEM)
1 C 0.4641 -6.3193 -1.4581
2 C 0.1184 -5.0880 -1.1075
3 C 1.0822 -4.0976 -0.5424
4 O 1.3695 -4.1722 0.6163
5 O 1.6551 -3.1773 -1.3431
6 C 0.7405 -2.3156 -2.0533
7 C 0.9456 -0.8823 -1.6270
8 C 0.1010 0.0789 -2.4815
9 C -0.3736 1.3490 -1.7178
10 C -1.8831 1.3518 -1.5613
11 C -2.5941 1.5219 -2.8972
12 N -4.0096 1.1443 -2.8852
13 C -4.8081 1.4739 -1.7469
14 O -5.2501 2.5563 -1.5165
15 C -5.0084 0.1854 -1.0156
16 C -5.3801 -0.0574 0.3010
17 C -5.4264 -1.3864 0.7531
18 C -5.7852 -1.6484 2.1870
19 C -5.1454 -2.4017 -0.1622
20 O -5.1750 -3.7335 0.2618
21 B -3.9863 -4.1614 0.8348
22 O -2.7801 -3.5349 0.5774
23 O -3.9987 -5.2279 1.6863
24 C -4.7965 -2.1783 -1.5038
25 B -4.4906 -3.4001 -2.4548
26 O -3.2071 -3.9539 -2.4359
27 O -5.4300 -3.9926 -3.2516
28 C -5.3932 -3.5800 -4.6263
29 C -4.7095 -0.8443 -1.8984
30 C -4.3017 -0.2086 -3.1974
31 O -4.2473 -0.6741 -4.2986
32 H -0.2909 -7.0883 -1.5016
33 H 1.4853 -6.5932 -1.6699
34 H -0.9163 -4.7954 -1.1962
35 H 0.8807 -2.4188 -3.1275
36 H -0.2888 -2.6067 -1.8317
37 H 1.9937 -0.6530 -1.8054
38 H 0.7690 -0.7683 -0.5671
39 H 0.7073 0.3644 -3.3332
40 H -0.7735 -0.4709 -2.8357
41 H 0.0680 1.3586 -0.7181
42 H -0.0352 2.2321 -2.2594
43 H -2.1789 0.4173 -1.0836
44 H -2.1950 2.1450 -0.8801
45 H -2.5198 2.5649 -3.1981
46 H -2.0684 0.9619 -3.6634
47 H -5.5961 0.7716 0.9589
48 H -5.2640 -0.9453 2.8298
49 H -6.8468 -1.4649 2.3326
50 H -5.5440 -2.6530 2.5113
51 H -2.6121 -3.4681 -0.3723
52 H -3.2226 -5.1357 2.2494
53 H -3.3254 -4.8975 -2.2670
54 H -4.3722 -3.4108 -4.9497
55 H -5.8529 -4.3226 -5.2707
56 H -5.9548 -2.6593 -4.7333
57 C 4.5066 1.6679 -3.1630
58 Cl 3.0459 2.1117 -2.2854
59 Cl 4.1785 1.2749 -4.8579
60 H 5.1911 2.5051 -3.1285
61 H 4.9452 0.7988 -2.6864
62 C -0.6452 -0.1611 2.4275
63 Cl -2.2911 -0.1896 1.7808
64 Cl 0.4303 0.8432 1.4360
65 H -0.6718 0.2517 3.4292
66 H -0.2605 -1.1710 2.4446
67 C 2.7002 -2.6804 3.7851
68 Cl 2.3296 -1.3938 2.6368
69 Cl 1.7492 -2.5236 5.2698
70 H 2.4654 -3.6270 3.3156
71 H 3.7525 -2.6340 4.0388
72 C 3.2794 3.2485 1.9661
73 Cl 2.4403 3.6438 0.4641
74 Cl 4.0459 1.6519 1.8997
75 H 4.0508 3.9930 2.1247
76 H 2.5730 3.2561 2.7813
77 C 5.7677 6.6202 0.4308
78 Cl 6.3786 4.9650 0.3535
79 Cl 4.0369 6.7569 0.7746
80 H 6.2882 7.1412 1.2253
81 H 5.9754 7.0868 -0.5216
82 C 9.0618 5.4551 -2.7494
83 Cl 8.5209 4.5108 -4.1376
84 Cl 7.8889 6.6909 -2.2784
85 H 9.2235 4.7930 -1.9067
86 H 9.9837 5.9534 -3.0234
87 C 1.9062 -6.2950 6.5884
88 Cl 1.9945 -5.7698 4.9019
89 Cl 0.3645 -5.8568 7.3342
90 H 2.0098 -7.3735 6.6021
91 H 2.7074 -5.8197 7.1422
92 C 0.5672 5.3394 4.3447
93 Cl 0.7422 3.6679 4.9068
94 Cl 2.0418 5.9321 3.5644
95 H -0.2400 5.3782 3.6225
96 H 0.3459 5.9648 5.1965
97 C -2.3712 -1.5646 -7.2399
98 Cl -2.2859 -3.0864 -6.3406
99 Cl -0.8926 -1.2650 -8.1655
100 H -3.2085 -1.6201 -7.9231
101 H -2.5132 -0.7552 -6.5335
102 C -6.2150 -1.6701 -9.3007
103 Cl -5.3887 -2.8144 -8.2350
104 Cl -5.5436 -0.0419 -9.1578
105 H -6.0978 -2.0059 -10.3238
106 H -7.2630 -1.6401 -9.0288
107 C 2.0574 -9.9750 4.2756
108 Cl 1.6353 -11.6656 3.9965
109 Cl 2.5045 -9.6780 5.9643
110 H 2.9015 -9.7175 3.6479
111 H 1.2017 -9.3564 4.0334
112 C 2.8883 8.3727 6.5360
113 Cl 1.2901 8.3389 5.7822
114 Cl 4.0194 9.3824 5.6292
115 H 2.7912 8.7726 7.5379
116 H 3.2771 7.3615 6.5665
117 C 5.8789 11.9308 7.6902
118 Cl 5.5068 13.1205 8.9433
119 Cl 6.5034 10.4243 8.3717
120 H 4.9715 11.7089 7.1416
121 H 6.6296 12.3471 7.0296

Kohn-Sham gap, eV: 9.2
Total charge: 0
LUMO, eV: -0.03
Highest occupied orbital energy, eV: -9.2
Maximum force, eV/Å: 1.1

Atomic partial charges in e from the Mulliken method, atoms 1 to 99: -0.8568, 0.4291, 0.4689, -0.4966, -0.3157, -0.3241, 0.1380, -0.5716, 0.2929, -0.0267, -1.1503, 0.2582, -0.3657, -0.5672, 0.2829, -0.8328, 0.6961, -1.9422, 0.6206, -0.9451, 0.6804, -0.2416, -0.4218, 0.6988, 0.8425, -0.3078, -0.7312, -0.4866, 0.8522, -0.3374, -0.4830, 0.2741, 0.3089, -0.0497, 0.3378, 0.0466, 0.1368, -0.1679, 0.3697, 0.3142, -0.8558, 0.4748, -0.0523, 0.5385, 0.2673, 0.4324, 0.4454, 0.3815, 0.3545, 0.3451, 0.1389, 0.2730, 0.2013, -0.0011, 0.3208, 0.3228, -0.4221, -0.0125, -0.1756, 0.3040, 0.2852, -0.5696, 0.0048, 0.0591, 0.4302, 0.1292, -0.1974, -0.0249, -0.1653, 0.0252, 0.3573, 0.1383, -0.1107, -0.1686, 0.2672, -0.1656, -0.1349, -0.1319, -0.1403, 0.3040, 0.1080, -0.2441, -0.1454, -0.1261, 0.2172, 0.3099, 0.2186, -0.0876, -0.1669, -0.1847, 0.2702, -0.2784, -0.1738, -0.0810, 0.3235, 0.2101, 0.4914, -0.1762, -0.2001

C32H51BCl8N5O8 | wB97M-V/def2-TZVPD

CARTESIAN COORDINATES (ANGSTROEM)
1 O 25.5174 19.8120 -10.0620
2 C 25.8294 19.4454 -11.1490
3 O 26.3967 20.1086 -12.1271
4 B 26.6863 19.2293 -13.2632
5 O 26.2123 17.9256 -12.8657
6 C 25.7289 17.9570 -11.6481
7 O 25.2522 17.0370 -11.0393
8 O 28.1480 19.2853 -13.5214
9 C 28.3204 19.9455 -14.6472
10 O 29.3818 20.2234 -15.1398
11 C 26.9616 20.1758 -15.3323
12 O 26.0470 19.6664 -14.5372
13 O 26.8084 20.6375 -16.4266
14 C 28.7629 24.9222 -17.9034
15 C 29.7881 24.0339 -17.2051
16 C 29.1220 22.9782 -16.2915
17 C 28.1020 23.5731 -15.4158
18 N 27.2957 24.0354 -14.7353
19 H 28.0982 25.4088 -17.1913
20 H 28.1479 24.3387 -18.5961
21 H 29.2376 25.6569 -18.5557
22 H 30.3535 24.6624 -16.5122
23 H 30.4894 23.6329 -17.9337
24 H 29.8608 22.4656 -15.6777
25 H 28.6264 22.1706 -16.8358
26 C 27.4527 15.9931 -6.5718
27 C 26.7682 15.4913 -7.8347
28 C 25.2606 15.8002 -7.8847
29 C 24.9471 17.2198 -7.6743
30 N 24.7085 18.3274 -7.4939
31 H 27.7594 17.0351 -6.6320
32 H 28.2732 15.3611 -6.2311
33 H 26.7182 15.9176 -5.7610
34 H 26.8229 14.4012 -7.8584
35 H 27.2160 15.9269 -8.7288
36 H 24.7477 15.2708 -7.0788
37 H 24.8400 15.5451 -8.8576
38 C 31.0902 16.9819 -9.6072
39 C 30.7420 18.2297 -10.3923
40 C 29.2245 18.4514 -10.5293
41 C 28.6897 18.7611 -9.2032
42 N 28.2888 18.9672 -8.1483
43 H 30.8175 16.9946 -8.5496
44 H 32.1610 16.7979 -9.7058
45 H 30.5319 16.1146 -9.9732
46 H 31.1605 18.1110 -11.3963
47 H 31.2747 19.0960 -9.9945
48 H 28.7997 17.5460 -10.9595
49 H 29.1679 19.2961 -11.2144
50 C 24.4918 12.7708 -13.2598
51 C 23.9537 14.0983 -12.7080
52 C 24.0388 15.3461 -13.5949
53 C 25.2282 15.3739 -14.4438
54 N 26.1264 15.3952 -15.1498
55 H 24.1616 11.9463 -12.6277
56 H 25.5764 12.7487 -13.3619
57 H 24.1027 12.5433 -14.2569
58 H 24.5108 14.3016 -11.7907
59 H 22.9168 13.9418 -12.4095
60 H 24.0729 16.2340 -12.9688
61 H 23.1207 15.4150 -14.1738
62 C 22.9069 20.8959 -12.1057
63 C 23.0258 22.3252 -12.6899
64 C 24.4164 22.9135 -12.5995
65 C 24.8695 23.1101 -11.2040
66 N 25.1824 23.3167 -10.1183
67 H 23.5054 20.2202 -12.7266
68 H 21.8870 20.5128 -12.0757
69 H 23.2899 20.7554 -11.0931
70 H 22.2575 22.8842 -12.1508
71 H 22.7194 22.3100 -13.7375
72 H 24.5523 23.9016 -13.0471
73 H 25.0958 22.2821 -13.1753
74 Cl 29.3143 16.5585 -15.6168
75 C 31.0136 16.7198 -15.1149
76 C 31.4707 18.1017 -15.4269
77 Cl 33.2686 18.1018 -15.4660
78 H 31.5658 16.0073 -15.7294
79 H 31.1309 16.3308 -14.1064
80 H 31.1613 18.8132 -14.6686
81 H 31.1871 18.4211 -16.4233
82 Cl 24.1132 22.2579 -18.7499
83 C 25.0393 23.3736 -17.7870
84 C 24.5751 23.5003 -16.3432
85 Cl 22.9012 24.1122 -16.2817
86 H 24.9558 24.3381 -18.2889
87 H 26.0833 23.0631 -17.8231
88 H 25.1470 24.2933 -15.8764
89 H 24.5969 22.5201 -15.8762
90 Cl 21.8573 19.9296 -17.2136
91 C 23.5498 19.5751 -16.7970
92 C 23.6576 18.1793 -16.2074
93 Cl 22.9871 18.1455 -14.5594
94 H 23.9527 20.3370 -16.1349
95 H 24.1948 19.6151 -17.6742
96 H 24.6822 17.8196 -16.1281
97 H 23.1583 17.5106 -16.9091
98 Cl 33.8916 21.3349 -14.0010
99 C 32.1712 21.1200 -13.5929
100 C 31.6540 22.3513 -12.8607
101 Cl 31.7770 23.7922 -13.8676
102 H 32.0617 20.2185 -12.9918
103 H 31.6651 20.9283 -14.5358
104 H 32.1352 22.5307 -11.9054
105 H 30.5790 22.2034 -12.7512

Kohn-Sham gap, eV: 9.8
Total charge: -1
LUMO, eV: 2.15
ΔE to the lowest compared entry with this formula, charge and spin, kJ/mol: 0.0
Highest occupied orbital energy, eV: -7.6
Maximum force, eV/Å: 1.7

Atomic partial charges in e from the Mulliken method, atoms 1 to 99: -0.5041, 0.4549, -0.9181, 1.5649, -0.3139, 0.2955, -0.6754, -0.5093, -0.1962, -0.6183, 0.4482, 0.0565, -0.6239, -1.1880, -0.5457, 1.1600, 0.2286, -0.6332, 0.3466, 0.2263, 0.4099, 0.1897, 0.4185, -0.7410, 0.2176, -1.2167, 0.0598, -0.2319, 0.2491, -0.4880, 0.2693, 0.3500, 0.3641, 0.3778, -0.0736, 0.4286, -0.0403, -1.4426, -0.5127, 1.3458, -0.0124, -0.6292, 0.3524, 0.4073, 0.3248, 0.1448, 0.4375, 0.1962, -0.5069, -1.3239, -0.3145, 0.5715, 0.3060, -0.5223, 0.4079, 0.3419, 0.3068, -0.1036, 0.3985, -0.5180, 0.4958, -0.6368, -0.5539, 1.2576, -0.1611, -0.5922, -0.2265, 0.4511, 0.2983, 0.3819, 0.2080, 0.4198, -0.7885, -0.1561, -0.5437, 0.3730, -0.2250, 0.4165, 0.2987, -0.4620, 0.3096, -0.1756, -0.0291, 0.3533, -0.2016, 0.4635, -0.2141, 0.3298, -0.5731, -0.1919, 0.1119, -0.1436, -0.1874, -0.4325, 0.4313, -0.1276, 0.6350, -0.1928, 0.4966